Record 1
{"formula": "C23H28N4O3S", "method": "wB97M-V/def2-TZVPD", "species": ["O", "C", "N", "C", "C", "C", "C", "N", "C", "C", "C", "C", "C", "C", "C", "O", "N", "C", "C", "C", "N", "C", "C", "O", "C", "C", "C", "C", "C", "C", "S", "H", "H", "H", "H", "H", "H", "H", "H", "H", "H", "H", "H", "H", "H", "H", "H", "H", "H", "H", "H", "H", "H", "H", "H", "H", "H", "H", "H"], "positions_angstrom": [[5.127, 1.372, -1.108], [5.094, 0.383, -0.395], [3.944, -0.117, 0.105], [2.658, 0.442, -0.219], [2.349, 1.657, 0.692], [1.150, 2.418, 0.240], [1.112, 3.354, -0.754], [-0.166, 3.813, -0.924], [-0.985, 3.188, -0.028], [-2.352, 3.313, 0.188], [-2.915, 2.535, 1.176], [-2.142, 1.649, 1.933], [-0.788, 1.517, 1.722], [-0.190, 2.292, 0.727], [1.621, -0.665, -0.021], [1.888, -1.682, 0.590], [0.428, -0.411, -0.581], [-0.725, -1.269, -0.414], [-1.503, -1.387, -1.720], [-2.717, -2.300, -1.557], [-3.582, -1.888, -0.466], [-4.344, -0.687, -0.765], [-5.168, -0.293, 0.461], [-6.038, -1.325, 0.859], [-5.306, -2.493, 1.141], [-4.496, -2.948, -0.073], [6.318, -0.338, -0.014], [7.586, -0.011, -0.412], [8.568, -0.875, 0.107], [8.038, -1.849, 0.894], [6.331, -1.733, 1.018], [3.907, -0.976, 0.641], [2.675, 0.783, -1.262], [2.214, 1.306, 1.716], [3.227, 2.305, 0.657], [1.919, 3.728, -1.355], [-0.445, 4.535, -1.566], [-2.948, 4.001, -0.394], [-3.974, 2.611, 1.374], [-2.621, 1.064, 2.703], [-0.199, 0.829, 2.309], [0.265, 0.500, -0.982], [-0.354, -2.243, -0.091], [-1.387, -0.870, 0.362], [-0.859, -1.802, -2.498], [-1.817, -0.392, -2.042], [-3.268, -2.350, -2.514], [-2.361, -3.307, -1.324], [-3.660, 0.129, -1.002], [-5.022, -0.847, -1.624], [-5.796, 0.571, 0.239], [-4.480, -0.048, 1.283], [-6.035, -3.253, 1.426], [-4.618, -2.309, 1.980], [-3.917, -3.835, 0.191], [-5.191, -3.208, -0.892], [7.784, 0.827, -1.056], [9.619, -0.778, -0.095], [8.548, -2.636, 1.414]], "mulliken_charge": [-0.6967, 0.5056, -0.0512, -0.2829, -1.0899, 0.2492, -0.5646, 0.0011, -0.6437, -0.9806, -0.5413, -0.8102, -0.2030, 1.1416, 0.4310, -0.7473, -0.0096, -0.6229, -0.6242, -1.1684, 0.3594, -0.5612, -0.5736, -0.4411, -0.6528, -0.6149, 0.1968, -0.4807, -0.4563, -0.3805, -0.1981, 0.4106, 0.4791, 0.3094, 0.5463, 0.5452, 0.1817, 0.4039, 0.4717, 0.4285, 0.4017, 0.3545, 0.2332, 0.2224, 0.3549, 0.3565, 0.4090, 0.4963, 0.3261, 0.3194, 0.3525, 0.1970, 0.3671, 0.3032, 0.4042, 0.3385, 0.4605, 0.3996, 0.4385], "relative_energy_kcal_mol": 2.1, "total_energy_ev": -47244.8978, "smiles": "O=C(N[C@H](Cc1c[nH]c2ccccc12)C(=O)NCCCN1CCOCC1)c1cccs1"}

=====

Record 2
{"formula": "C23H28N4O5", "method": "wB97M-V/def2-TZVPD", "species": ["C", "C", "O", "C", "C", "C", "C", "N", "C", "O", "C", "N", "C", "C", "N", "C", "C", "O", "N", "C", "C", "C", "C", "C", "C", "O", "C", "O", "C", "C", "C", "C", "H", "H", "H", "H", "H", "H", "H", "H", "H", "H", "H", "H", "H", "H", "H", "H", "H", "H", "H", "H", "H", "H", "H", "H", "H", "H", "H", "H"], "positions_angstrom": [[-5.431, -1.534, -7.534], [-4.771, -0.315, -8.173], [-4.801, 0.821, -7.335], [-3.949, 0.910, -6.276], [-2.914, 0.027, -5.985], [-2.101, 0.250, -4.889], [-2.298, 1.348, -4.060], [-1.437, 1.521, -2.970], [-1.475, 2.454, -1.989], [-2.283, 3.349, -1.883], [-0.319, 2.283, -1.001], [0.053, 0.890, -0.831], [-0.965, 0.160, -0.090], [-0.587, -1.316, -0.002], [0.680, -1.428, 0.695], [1.075, -2.784, 1.023], [2.059, -2.797, 2.199], [2.865, -3.685, 2.363], [1.867, -1.724, 3.004], [2.536, -1.340, 4.166], [3.530, -2.118, 4.747], [4.178, -1.711, 5.909], [3.800, -0.513, 6.464], [2.802, 0.271, 5.882], [2.156, -0.115, 4.737], [2.620, 1.406, 6.626], [3.532, 1.312, 7.701], [4.268, 0.115, 7.591], [1.706, -0.727, -0.058], [1.336, 0.749, -0.162], [-3.334, 2.234, -4.349], [-4.143, 2.012, -5.441], [-4.905, -1.829, -6.629], [-5.425, -2.364, -8.235], [-6.459, -1.299, -7.271], [-5.335, -0.011, -9.060], [-3.743, -0.543, -8.483], [-2.721, -0.836, -6.603], [-1.299, -0.443, -4.676], [-0.706, 0.826, -2.862], [-0.603, 2.771, -0.055], [0.537, 2.826, -1.414], [-1.923, 0.268, -0.604], [-1.074, 0.562, 0.932], [-1.353, -1.853, 0.561], [-0.535, -1.741, -1.018], [1.531, -3.324, 0.180], [0.192, -3.347, 1.341], [1.163, -1.080, 2.654], [3.800, -3.052, 4.282], [4.948, -2.314, 6.359], [1.386, 0.497, 4.298], [2.978, 1.320, 8.654], [4.219, 2.173, 7.675], [2.661, -0.830, 0.461], [1.812, -1.148, -1.072], [2.095, 1.273, -0.748], [1.312, 1.187, 0.850], [-3.497, 3.087, -3.713], [-4.946, 2.693, -5.676]], "mulliken_charge": [-1.0327, -0.4311, -0.4609, 0.6624, -0.2818, -1.0431, 0.5903, -0.0834, 0.5918, -0.6739, -0.9466, -0.0449, -0.5449, -0.9473, 0.1401, -0.9025, 0.6153, -0.6741, -0.0352, 0.5488, -0.4382, -1.1395, 1.0160, 0.9609, -1.3954, -0.4967, -0.2555, -0.4771, -0.7608, -0.8075, -0.3477, -0.7016, 0.3369, 0.3518, 0.3010, 0.3135, 0.3267, 0.3359, 0.3512, 0.1160, 0.3944, 0.4384, 0.3999, 0.2543, 0.4605, 0.3119, 0.3577, 0.4067, 0.0151, 0.5442, 0.4180, 0.4480, 0.2396, 0.2373, 0.4376, 0.3459, 0.4458, 0.2834, 0.5160, 0.4089], "relative_energy_kcal_mol": 65.4, "total_energy_ev": -40503.4986, "smiles": "CCOc1ccc(NC(=O)CN2CCN(CC(=O)Nc3ccc4c(c3)OCO4)CC2)cc1"}

=====

Record 3
{"formula": "C23H28N4O5", "method": "wB97M-V/def2-TZVPD", "species": ["C", "C", "C", "C", "C", "O", "C", "C", "O", "N", "C", "C", "N", "C", "C", "C", "C", "N", "O", "O", "C", "N", "C", "C", "O", "C", "C", "C", "C", "C", "C", "C", "H", "H", "H", "H", "H", "H", "H", "H", "H", "H", "H", "H", "H", "H", "H", "H", "H", "H", "H", "H", "H", "H", "H", "H", "H", "H", "H", "H"], "positions_angstrom": [[-0.087, -2.806, 3.514], [0.193, -2.779, 2.044], [-0.721, -2.238, 1.151], [-0.477, -2.204, -0.211], [0.700, -2.744, -0.707], [1.036, -2.817, -2.041], [0.039, -2.534, -2.996], [-0.199, -1.040, -3.233], [-1.305, -0.550, -3.097], [0.862, -0.319, -3.657], [2.240, -0.745, -3.665], [2.934, -0.259, -2.366], [2.223, 0.885, -1.836], [1.577, 0.811, -0.624], [2.203, 0.162, 0.459], [1.617, 0.185, 1.692], [0.392, 0.824, 1.917], [0.011, 1.002, 3.263], [0.566, 0.316, 4.113], [-0.810, 1.864, 3.546], [-0.316, 1.383, 0.821], [-1.581, 1.885, 0.951], [-2.126, 2.820, -0.009], [-3.113, 3.737, 0.729], [-4.142, 3.008, 1.348], [-3.605, 2.096, 2.281], [-2.640, 1.130, 1.594], [0.332, 1.396, -0.417], [1.789, 1.786, -2.875], [0.730, 1.119, -3.783], [1.639, -3.268, 0.178], [1.385, -3.279, 1.533], [-1.153, -2.909, 3.704], [0.438, -3.629, 3.993], [0.250, -1.879, 3.979], [-1.654, -1.839, 1.523], [-1.210, -1.760, -0.866], [-0.920, -2.983, -2.715], [0.379, -2.995, -3.930], [2.316, -1.827, -3.740], [2.714, -0.298, -4.544], [3.975, 0.009, -2.581], [2.918, -1.062, -1.631], [3.167, -0.302, 0.335], [2.119, -0.248, 2.543], [-1.327, 3.436, -0.423], [-2.651, 2.297, -0.822], [-3.595, 4.420, 0.027], [-2.558, 4.314, 1.484], [-4.453, 1.556, 2.706], [-3.066, 2.630, 3.074], [-2.239, 0.427, 2.319], [-3.188, 0.568, 0.822], [-0.202, 1.803, -1.257], [2.676, 2.040, -3.464], [1.407, 2.705, -2.431], [-0.289, 1.376, -3.490], [0.877, 1.411, -4.828], [2.554, -3.678, -0.221], [2.120, -3.696, 2.207]], "mulliken_charge": [-1.5346, 0.6156, -0.7311, -0.4220, 0.9987, -0.4350, -1.2396, 1.2088, -0.6833, 0.0705, -0.9404, -0.5630, 0.0180, 0.0045, -0.8118, -0.4299, -0.5221, 1.0109, -0.7509, -0.5983, 0.4832, 0.4115, -0.7136, -0.8168, -0.4082, -0.8088, -0.5807, 0.1709, -0.9119, -0.9721, -0.5924, -0.5733, 0.3650, 0.4616, 0.1767, 0.2894, 0.4331, 0.4661, 0.4569, 0.4064, 0.4123, 0.3862, 0.1922, 0.5594, 0.4550, 0.4351, 0.3598, 0.3801, 0.3573, 0.3534, 0.3403, 0.3726, 0.4157, 0.4449, 0.4241, 0.4113, 0.4877, 0.3583, 0.4397, 0.4067], "relative_energy_kcal_mol": 137.6, "total_energy_ev": -40500.3676, "smiles": "Cc1ccc(OCC(=O)N2CCN(c3ccc([N+](=O)[O-])c(N4CCOCC4)c3)CC2)cc1"}

=====

Record 4
{"formula": "C23H28N8O4PbS2Se2", "method": "wB97M-V/def2-TZVPD", "species": ["Pb", "C", "C", "N", "N", "C", "N", "S", "C", "C", "C", "C", "C", "N", "H", "H", "H", "H", "H", "H", "H", "H", "H", "N", "C", "C", "C", "C", "C", "C", "S", "O", "O", "N", "C", "N", "C", "C", "C", "N", "H", "H", "H", "H", "H", "H", "H", "H", "H", "O", "C", "C", "C", "O", "C", "Se", "C", "Se", "H", "H", "H", "H", "H", "H", "H", "H", "H", "H"], "positions_angstrom": [[-0.012, 0.072, -0.106], [3.120, -1.932, 2.836], [2.107, -1.603, 1.782], [1.614, -0.412, 1.651], [2.038, 0.568, 2.453], [1.388, 1.703, 2.444], [1.884, 2.698, 3.205], [-0.115, 2.074, 1.668], [1.630, -2.634, 0.879], [2.122, -3.944, 0.923], [1.606, -4.888, 0.058], [0.595, -4.525, -0.823], [0.170, -3.206, -0.816], [0.682, -2.299, -0.006], [3.338, -1.019, 3.383], [2.736, -2.682, 3.525], [4.037, -2.310, 2.390], [2.816, 2.626, 3.574], [1.450, 3.600, 3.108], [2.898, -4.210, 1.620], [1.981, -5.900, 0.071], [0.148, -5.240, -1.493], [-0.615, -2.855, -1.471], [-5.736, 4.515, -0.437], [-5.162, 3.302, -0.747], [-5.640, 2.126, -0.158], [-5.104, 0.903, -0.503], [-4.102, 0.844, -1.453], [-3.614, 1.993, -2.044], [-4.143, 3.221, -1.703], [-3.337, -0.726, -1.772], [-2.513, -0.593, -2.968], [-4.307, -1.782, -1.802], [-2.268, -0.840, -0.551], [-2.539, -1.135, 0.706], [-3.728, -1.539, 1.168], [-3.796, -1.868, 2.440], [-2.715, -1.803, 3.312], [-1.541, -1.299, 2.779], [-1.454, -0.968, 1.510], [-6.260, 4.558, 0.422], [-5.183, 5.334, -0.632], [-6.432, 2.191, 0.574], [-5.432, -0.018, -0.051], [-2.822, 1.902, -2.769], [-3.767, 4.124, -2.167], [-4.774, -2.181, 2.785], [-2.790, -2.094, 4.345], [-0.654, -1.139, 3.379], [1.178, 4.416, -5.770], [0.675, 3.104, -5.710], [0.628, 2.630, -4.244], [0.078, 1.190, -4.242], [-0.260, 0.791, -2.944], [2.035, 2.720, -3.668], [2.037, 2.447, -1.708], [-0.288, 3.563, -3.461], [-0.122, 3.305, -1.503], [1.263, 4.688, -6.689], [1.305, 2.413, -6.288], [-0.343, 3.061, -6.123], [0.840, 0.518, -4.665], [-0.801, 1.148, -4.894], [-1.070, 0.227, -2.958], [2.448, 3.713, -3.868], [2.692, 1.963, -4.098], [-1.331, 3.380, -3.722], [-0.032, 4.603, -3.680]], "mulliken_charge": [0.5711, -1.6762, 0.3968, 1.0189, -1.4861, 0.5563, -0.4122, -0.5023, 0.4910, -0.7814, -0.4337, -0.8961, -0.1257, 0.1622, 0.3949, 0.3296, 0.3872, 0.2323, 0.2054, 0.4070, 0.4215, 0.4500, 0.4070, -0.5414, 1.1023, -0.8621, -0.4636, -0.4980, -0.2096, -0.7219, 1.2165, -0.8472, -0.7148, -0.2278, 0.5434, -0.5281, -0.3690, -0.8831, -0.1995, 0.3042, 0.2141, 0.2175, 0.3005, 0.5269, 0.4655, 0.3413, 0.4430, 0.4052, 0.4445, -0.5269, -1.3763, 1.3703, -1.1050, 0.3634, -1.1587, -0.1651, -1.1603, -0.0179, 0.3417, 0.4452, 0.4401, 0.3339, 0.4792, 0.0191, 0.5112, 0.5519, 0.5211, 0.5569], "relative_energy_kcal_mol": 19.7, "total_energy_ev": -202027.8625}

=====

What lowest unoccupied orbital energy values result from the calculations? In sequence: 0.636, 0.566, -0.033, -0.273 eV.